Entry from OMol25: a molecular structure, C4H12N2O3 in a non-equilibrium geometry (wB97M-V/def2-TZVPD).

Each line ends with the Mulliken charge.
CARTESIAN COORDINATES (ANGSTROEM)
O 0.618 1.217 1.486  -0.7313
O -1.142 -1.298 0.891  -0.4063
O -3.322 -0.891 -0.402  -0.7110
N -2.687 1.180 -1.142  -0.3948
N -1.285 -0.055 0.207  -0.3903
C -2.509 0.032 -0.402  0.4581
C 1.984 0.199 -0.202  0.5032
C 2.488 -0.874 0.695  -1.1946
C 1.068 -0.054 -1.218  -1.0472
H 1.023 0.655 -2.037  0.3572
H 0.623 0.585 2.215  0.3050
H 1.009 -1.089 -1.547  0.3456
H -0.343 1.148 1.177  0.4837
H 1.732 -1.647 0.831  0.2904
H -1.936 -1.797 0.600  0.3315
H 3.389 -1.306 0.250  0.3534
H 2.485 1.156 -0.156  0.3031
H -3.630 1.342 -1.452  0.2564
H -0.168 -0.018 -0.583  0.3149
H -2.150 1.993 -0.887  0.2220
H 2.753 -0.478 1.674  0.3509

Results
Highest occupied orbital energy (alpha / beta): -8.37 / -8.37 eV
Relative energy (zero: lowest compared OMol25 entry of this formula, charge and spin): 389.9 kJ/mol